Entry from the Open Molecules 2025 dataset: 5 unconnected molecules or ions with the total composition C22H23F12IO11 in a non-equilibrium geometry (ωB97M-V with the def2-TZVPD basis set).

- Frontier orbital gap: 0.3147 Eh
- Multiplicity: 1
- E_tot: -3175.87082 Eh
- Total charge: 0

Positions of all 69 atoms, in Å:
H1 2.0976 6.0259 2.7005
H2 -3.1167 -2.5380 -1.9012
H3 2.3927 -0.5141 1.6602
F1 -5.6797 3.5251 -3.1628
H4 -0.1993 -1.8266 -2.5436
F2 5.6905 -5.0608 2.0499
C1 6.0825 -4.2798 3.0620
O1 2.1166 4.0020 4.4501
O2 -5.5154 3.6467 -0.5090
H5 2.6761 5.8203 5.1288
C2 -6.7719 3.8773 -2.4771
H6 -1.6222 -1.1075 -3.2954
H7 -4.4695 3.8645 1.2060
H8 2.8527 -4.8826 -4.2271
H9 -4.7723 1.5394 2.0280
C3 -5.3113 3.2637 0.8691
F3 1.3653 1.4018 5.4162
C4 2.2802 -4.3203 -4.9533
H10 2.8592 -2.0016 0.8350
C5 -0.2871 -2.1738 -6.0772
C6 -0.8811 -4.1764 -5.1263
C7 5.2962 -2.9496 3.0874
C8 -5.0026 1.7889 0.9928
H11 2.3024 -4.6239 -5.9947
F4 -0.2274 1.5105 0.2430
F5 5.8821 -4.9496 4.2055
C9 3.1200 -1.3178 1.6434
F6 7.3845 -4.0519 2.9336
C10 -1.2502 -1.5828 -2.3891
H12 3.4156 -1.3931 3.7875
I1 0.6604 -0.4892 -6.7110
C11 3.0959 5.7230 3.0173
H13 -1.7170 -3.3218 -1.1812
O3 5.8204 -1.8894 3.2573
C12 -0.8310 0.4046 0.7005
C13 2.5569 2.8510 3.9702
F7 -6.8614 5.2141 -2.4942
C14 -2.0752 -2.8105 -2.0739
H14 3.4813 5.0149 2.2850
C15 3.0475 5.1068 4.3970
C16 1.4654 1.7702 4.1327
C17 -6.7063 3.3755 -1.0171
O4 -2.3739 -2.0814 -7.2969
O5 -7.6294 2.8559 -0.4649
O6 -0.8271 -5.2549 -4.6448
H15 -5.8508 1.1848 0.6718
O7 -2.0366 -3.6548 -5.7089
H16 2.1443 -2.4530 3.1880
C18 0.1811 -3.1322 -5.2820
H17 4.0999 -0.8944 1.4226
C19 3.1288 -2.0471 2.9654
H18 1.7660 -2.5611 -3.8774
F8 -2.1318 0.6813 0.8557
F9 1.7781 0.6927 3.4149
H19 -2.0366 -3.5100 -2.9063
H20 3.7435 6.5991 3.0249
C20 1.4785 -3.3080 -4.6127
H21 4.0300 4.7686 4.7238
F10 0.2714 2.2181 3.7379
C21 -1.6834 -2.5626 -6.4672
F11 -7.8345 3.3775 -3.0955
C22 -0.6201 -0.7636 -0.2861
F12 -0.3186 0.1163 1.8891
H22 -4.1534 1.5287 0.3677
O8 -1.3678 -0.5770 -1.3604
O9 4.0076 -3.1963 2.9325
O10 0.1406 -1.6611 -0.0775
O11 3.6316 2.6214 3.5026
H23 -6.1821 3.5476 1.4590



Entry from the Open Molecules 2025 dataset: a molecular structure, C4H5FN2O in a non-equilibrium geometry (ωB97M-V with the def2-TZVPD basis set).

- Frontier orbital gap: 0.3919 Eh
- Multiplicity: 1
- E_tot: -439.83655 Eh
- Total charge: 0
- Energy above the lowest of the compared OMol25 structures with the same formula, charge and spin: 528.8 kJ/mol

Positions of all 13 atoms, in Å:
H1 -1.5022 1.9280 -0.7013
C1 -1.6576 0.6737 -0.5954
N1 -2.3898 -1.0394 0.2447
N2 -2.7140 0.0491 -0.1532
H2 1.6217 1.1041 1.1921
H3 1.1851 0.9865 -1.0721
H4 2.7620 -0.6654 0.8146
C2 -0.5339 -0.0873 -0.3856
H5 0.6373 -0.7549 1.4769
O1 -0.9837 -1.2862 0.0063
C3 1.6356 -0.0161 0.8398
F1 1.0136 -1.0492 -1.1999
C4 0.9258 0.1572 -0.4670



Entry from the Open Molecules 2025 dataset: a molecular structure, C30H28BrCoN7O3S2 in a non-equilibrium geometry (ωB97M-V with the def2-TZVPD basis set).

- Frontier orbital gap (alpha / beta): 0.2544 / 0.2532 Eh
- Multiplicity: 4
- E_tot: -6522.04460 Eh
- Total charge: 0
- <S²>: 3.816
- Energy above the lowest of the compared OMol25 structures with the same formula, charge and spin: 41.7 kJ/mol

Positions of all 72 atoms, in Å:
C1 1.3237 2.3685 2.3668
C2 2.2975 1.2863 -2.2946
C3 -1.4959 -1.4649 -0.9490
C4 -1.7119 -4.6719 3.5805
C5 -1.8185 -3.7710 2.5487
H1 4.2900 -1.2602 -3.2301
H2 0.2238 -4.1900 -2.2491
H3 -2.3974 -1.0188 -2.9064
H4 2.2610 0.7855 1.3140
N1 -1.7921 0.7364 -1.9955
H5 2.1167 -3.0002 -1.1382
H6 -4.6000 -6.3624 3.1299
C6 4.7943 0.9483 -1.8741
C7 -1.1906 -2.7422 -1.6773
C8 -3.9392 -4.7314 1.9309
C9 3.3924 -0.6700 -3.1156
H7 -1.9578 -0.9199 2.3580
C10 3.4612 0.5431 -2.4316
H8 0.0354 1.5366 3.8428
C11 0.9215 -1.4037 -0.4871
C12 -1.6562 -0.9926 1.3323
H9 3.9538 2.3155 -0.5202
C13 0.9149 3.3872 4.4971
C14 -2.1682 -1.8155 0.3821
H10 -3.1479 6.2153 -3.6136
N2 4.7766 1.8730 -0.8956
N3 -2.4837 1.5498 -2.7767
C15 -2.7199 -5.5982 3.8115
S1 -3.0558 3.8589 -3.7709
H11 -2.0573 -3.2448 -2.0750
Co1 -0.3453 1.2229 -1.0882
N4 -0.6832 -0.1221 0.8509
H12 -3.7001 -3.1851 -0.2279
H13 0.4341 3.3722 5.4641
C16 -2.4800 5.4749 -3.1871
N5 -0.2905 -0.7192 -0.4876
Br1 -4.2763 -0.4679 -1.3676
C17 2.1782 -1.0733 -3.6406
H14 -1.4597 5.6458 -3.5150
H15 -4.7991 -4.7578 1.2802
H16 -2.5347 5.4883 -2.1040
O1 0.9580 1.7651 0.1051
S2 -0.8436 3.3469 -1.7373
N6 1.1042 0.8320 -2.6848
H17 1.9235 5.2413 4.8579
C18 1.7530 4.4372 4.1588
C19 -3.8260 -5.6261 2.9709
H18 1.7341 -0.8791 -0.0069
N7 0.3095 0.1732 1.7339
C20 2.3604 4.4805 2.9173
C21 2.1370 3.4544 2.0125
C22 1.1307 -2.5684 -1.1167
C23 -2.9465 -3.7577 1.7003
C24 1.0568 -0.3056 -3.3779
H19 2.2999 2.2787 -1.8664
C25 0.0361 -3.2545 -1.7492
C26 1.2393 1.2475 1.3348
H20 -2.6294 -6.3043 4.6232
C27 -2.1410 2.7986 -2.7439
H21 -0.9950 -3.1014 2.3429
O2 5.8153 0.4195 -2.2647
C28 -2.3123 -0.5604 -1.9102
H22 0.0807 -0.6047 -3.7372
H23 2.0920 -1.9739 -4.2277
H24 -0.8279 -4.6682 4.2018
O3 2.6884 3.5080 0.7689
H25 2.9888 5.3091 2.6240
H26 5.6597 2.1437 -0.4943
H27 2.0685 2.9541 0.2281
H28 0.7933 -0.6490 2.0997
C29 -3.0207 -2.9150 0.5664
C30 0.6992 2.3530 3.5996



Entry from the Open Molecules 2025 dataset: a single C5H14N2O2 molecule in a non-equilibrium geometry (ωB97M-V with the def2-TZVPD basis set).

- Frontier orbital gap: 0.2264 Eh
- Multiplicity: 1
- E_tot: -458.73516 Eh
- Total charge: 0
- Energy above the lowest of the compared OMol25 structures with the same formula, charge and spin: 531.5 kJ/mol

Positions of all 23 atoms, in Å:
H1 0.0133 -2.1313 0.4173
H2 -0.3442 0.2610 -2.6555
H3 -2.8446 -0.1266 -0.9794
O1 -0.0833 1.9274 1.0120
O2 2.5855 -0.1160 -0.1836
H4 -1.7153 -1.8644 0.1135
N1 -0.7731 -0.0089 -0.5917
C1 -0.7985 -1.4169 0.5049
H5 0.6323 -0.9545 -1.8236
H6 -1.0788 -1.2938 -2.2462
N2 1.7848 0.2927 2.0289
H7 2.1852 -0.5385 2.4493
C2 1.4875 0.1536 0.6584
H8 2.3903 1.0869 2.2375
H9 -0.9315 -1.0769 1.5276
H10 0.8659 1.6525 -0.7803
H11 -2.1148 1.4212 -1.4169
C3 -2.1002 0.6141 -0.6768
C4 0.5286 1.0855 0.0911
H12 -2.3593 1.0370 0.2922
H13 2.8761 -1.0073 0.0481
C5 -0.3704 -0.5355 -1.9046
H14 0.1645 1.5388 1.8777



Entry from the Open Molecules 2025 dataset: a molecular structure, C4H6N2 in a non-equilibrium geometry (ωB97M-V with the def2-TZVPD basis set).

- Frontier orbital gap: 0.3604 Eh
- Multiplicity: 1
- E_tot: -265.37755 Eh
- Total charge: 0
- Energy above the lowest of the compared OMol25 structures with the same formula, charge and spin: 414.9 kJ/mol

Positions of all 12 atoms, in Å:
H1 0.7873 -0.4071 -1.4883
C1 0.3422 -0.3827 0.7013
C2 -1.4917 0.4139 -0.9010
C3 1.0954 -0.8244 -0.5150
N1 -1.9615 0.3635 -1.9567
N2 0.1256 1.4908 0.5738
H2 -1.6454 0.4679 1.2066
H3 0.9251 -1.9106 -0.5473
H4 0.8002 1.1294 1.2854
H5 2.1755 -0.6875 -0.3812
C4 -0.8785 0.4161 0.4308
H6 0.5590 1.7215 -0.3178



Entry from the Open Molecules 2025 dataset: 2 unconnected molecules or ions with the total composition C3H4BrNS in a non-equilibrium geometry (ωB97M-V with the def2-TZVPD basis set).

- Frontier orbital gap (alpha / beta): 0.3167 / 0.2621 Eh
- Multiplicity: 3
- E_tot: -3143.54086 Eh
- Total charge: 0
- <S²>: 2.011
- Energy above the lowest of the compared OMol25 structures with the same formula, charge and spin: 0.0 kJ/mol

Positions of all 10 atoms, in Å:
H1 2.5392 -0.0783 0.1161
S1 0.6553 0.3604 1.7220
C1 0.5442 -0.3904 -0.7765
Br1 -1.7875 2.6289 0.3870
H2 -1.5246 -0.0946 -0.8311
C2 1.4612 -0.1691 0.1606
H3 -1.0100 -1.5713 0.0905
C3 -0.8368 -0.4244 -0.1605
N1 -0.7795 0.2976 1.0986
H4 0.7384 -0.5587 -1.8068



Entry from the Open Molecules 2025 dataset: a molecular structure, C6H12ClO4ReS3 (ωB97M-V with the def2-TZVPD basis set).

- Frontier orbital gap (alpha / beta): 0.3113 / 0.2327 Eh
- Multiplicity: 4
- E_tot: -2268.22009 Eh
- Total charge: +3
- <S²>: 3.769

Positions of all 27 atoms, in Å:
Cl1 2.5110 3.0312 0.2185
O1 1.6542 3.4770 -0.9310
H1 -2.3445 2.0070 0.0005
H2 -0.3931 -0.4691 -3.2990
H3 1.9562 -2.1447 1.3072
O2 3.1061 3.9723 1.0203
O3 3.3488 1.9672 -0.4238
Re1 1.3324 1.3134 -0.9848
C1 -2.0605 0.9609 -0.1348
H4 0.0318 -2.5531 -2.1194
S1 1.2421 -1.0716 -0.6921
S2 -0.9836 1.0182 -1.6164
H5 -2.9638 0.4389 -0.4602
S3 -1.7410 -1.3125 1.4962
C2 1.1380 -1.4461 1.1226
H6 1.3751 -0.5192 1.6423
H7 -2.1238 0.9010 2.0020
H8 -1.9475 -0.9220 -2.6453
C3 -0.9317 -0.6356 -2.3611
C4 -0.1317 -2.1014 1.6426
H9 -0.4750 0.7311 1.3996
H10 -0.9546 -2.0885 -0.7503
H11 -0.0115 -2.2547 2.7295
C5 -0.2753 -1.7025 -1.5085
H12 -0.3029 -3.1076 1.2426
C6 -1.5080 0.4494 1.2116
O4 1.4526 2.0608 0.8910



Entry from the Open Molecules 2025 dataset: a single C5H10N2S molecule in a non-equilibrium geometry (ωB97M-V with the def2-TZVPD basis set).

- Frontier orbital gap (alpha / beta): 0.2592 / 0.2731 Eh
- Multiplicity: 3
- E_tot: -703.99753 Eh
- Total charge: 0
- <S²>: 2.013
- Energy above the lowest of the compared OMol25 structures with the same formula, charge and spin: 130.8 kJ/mol

Positions of all 18 atoms, in Å:
H1 1.1787 -0.4664 -1.2519
H2 1.4517 -0.0091 1.5880
C1 -3.9077 -1.0098 0.7099
N1 -0.1521 0.7088 0.8212
N2 -3.4097 -0.1546 -0.0420
C2 1.1211 -0.9241 -0.3100
H3 -4.1318 -0.8878 1.7457
C3 1.1529 0.3891 0.6217
C4 2.0406 1.4839 0.0107
H4 0.1632 -1.3606 -0.2335
H5 1.8980 -1.6332 -0.2315
H6 2.8673 1.0248 -0.4088
C5 -2.6106 0.7100 -0.5113
H7 -4.3584 -1.9492 0.1989
H8 2.2226 2.2314 0.7364
H9 1.5022 1.7694 -0.8999
H10 -2.8335 1.1313 -1.4601
S1 -1.0785 1.3993 -0.2313



Entry from the Open Molecules 2025 dataset: 2 unconnected molecules or ions with the total composition C4H8N2O in a non-equilibrium geometry (ωB97M-V with the def2-TZVPD basis set).

- Frontier orbital gap: 0.3186 Eh
- Multiplicity: 1
- E_tot: -341.91581 Eh
- Total charge: 0
- Energy above the lowest of the compared OMol25 structures with the same formula, charge and spin: 230.6 kJ/mol

Positions of all 15 atoms, in Å:
C1 0.8147 -1.4981 0.2848
C2 0.4045 1.2647 -2.0380
H1 -2.6662 1.3982 2.0629
H2 -0.5964 1.0615 -2.6359
H3 1.2524 1.2971 -2.7520
N1 0.5691 -0.5975 1.2328
N2 1.0795 -0.9554 -0.9500
H4 1.0971 -1.4690 -1.8508
C3 0.2060 0.5164 0.4978
H5 0.8101 -2.6164 0.2723
O1 -2.5986 0.4172 1.8897
H6 0.4028 2.3003 -1.5848
C4 0.6341 0.3774 -0.9036
H7 0.0305 1.5682 0.8181
H8 -3.4385 0.0304 1.5265



Entry from the Open Molecules 2025 dataset: 2 unconnected molecules or ions with the total composition C6H11N3O in a non-equilibrium geometry (ωB97M-V with the def2-TZVPD basis set).

- Frontier orbital gap: 0.3713 Eh
- Multiplicity: 1
- E_tot: -474.68444 Eh
- Total charge: 0
- Energy above the lowest of the compared OMol25 structures with the same formula, charge and spin: 214.6 kJ/mol

Positions of all 21 atoms, in Å:
H1 2.0780 -1.8618 1.8828
C1 0.0740 1.8183 -0.7617
H2 -3.0227 -1.8719 -1.5310
N1 -0.7249 1.3287 0.3636
C2 -0.4731 -0.0674 0.7039
C3 1.0093 -0.3202 1.0679
C4 1.9023 0.3233 0.0296
H3 0.0918 2.9159 -0.7121
H4 2.1127 1.6248 -1.6187
C5 1.4757 1.2776 -0.8019
H5 1.4214 -2.2270 0.4299
N2 1.2550 -1.7329 1.3030
H6 -0.5338 1.8878 1.1912
H7 -3.5856 -0.4637 -0.8269
H8 -0.4401 1.5711 -1.7064
O1 -3.6989 -1.4417 -0.8462
H9 1.1575 0.1920 2.0325
N3 -1.0104 -1.6337 -1.3530
C6 -0.9262 -0.9524 -0.4005
H10 2.9336 -0.0359 -0.0179
H11 -1.0955 -0.3308 1.5720



Entry from the Open Molecules 2025 dataset: 5 unconnected molecules or ions with the total composition C33H63NO13 in a non-equilibrium geometry (ωB97M-V with the def2-TZVPD basis set).

- Frontier orbital gap: 0.3456 Eh
- Multiplicity: 1
- E_tot: -2327.90796 Eh
- Total charge: 0

Positions of all 110 atoms, in Å:
H1 1.0096 -2.4233 -0.9156
C1 -5.5581 -2.9210 1.6750
H2 6.8398 -1.7326 2.6056
H3 -5.7139 9.3226 -2.3412
C2 -5.8393 3.9598 5.4476
H4 5.8934 -1.1009 -4.5487
H5 -3.2609 -6.0542 1.0879
H6 -4.2043 -4.3362 2.5799
O1 -5.4942 -1.6021 -0.1748
H7 11.2885 -0.2979 -4.5208
C3 -1.2622 -1.4006 0.2270
H8 -2.1954 4.9863 4.1775
H9 1.2917 -3.7770 0.1987
H10 -4.5160 8.0683 2.3251
H11 6.3206 -5.3352 -2.0017
H12 13.7852 -2.3874 -6.9957
C4 -4.5383 -4.0876 1.5651
H13 5.7278 -3.1020 -1.0482
H14 5.3258 -4.9982 -3.4186
H15 -4.6456 -7.1589 1.2111
O2 11.1206 -1.9930 -6.7578
H16 12.0914 -0.9478 -8.1583
C5 -6.5742 -2.4385 -0.2669
H17 -6.3317 9.4449 -0.6970
H18 -1.1441 -0.7330 1.0872
H19 4.3763 -1.0489 2.5804
C6 4.7994 -1.9198 2.0952
O3 -4.1657 7.9898 0.3579
H20 -4.7809 10.1808 -1.1017
H21 -5.6623 6.0223 1.4400
H22 -5.0625 3.4008 5.9815
C7 -3.0505 4.3799 4.4770
H23 4.8020 -2.7141 -2.4855
H24 7.0575 -3.9338 -4.3631
H25 13.5871 -1.4356 -5.5243
H26 -3.3292 -0.3680 1.6441
H27 -3.8351 7.9150 -1.6126
H28 -4.4965 5.9652 4.1976
O4 3.0991 -1.7747 0.4495
C8 5.6631 -3.2845 -2.1188
H29 1.3742 -0.8460 1.0298
H30 -6.5381 5.0223 7.1811
C9 7.0131 -2.8802 -4.0628
C10 -5.6762 -0.3054 1.8913
C11 -6.1682 5.2479 6.1809
H31 11.8289 -0.0465 -6.6757
C12 10.5106 -1.0620 -4.5594
H32 -6.8041 7.0347 0.5603
H33 -6.9331 5.8083 5.6417
O5 4.0841 -3.7674 0.7633
H34 14.2287 -0.6707 -6.9747
C13 10.9383 -2.2666 -5.3803
C14 -5.1076 8.1041 1.4091
C15 -5.4245 9.3205 -1.2899
H35 -5.5939 9.0862 1.3872
H36 -5.2947 5.8926 6.2881
H37 9.6179 -0.6038 -4.9890
H38 -3.0884 -0.7900 -0.7219
C16 -2.7759 -1.5554 -0.0108
H39 -3.6752 -3.8022 0.9606
C17 13.5083 -1.4046 -6.6119
C18 -6.1480 6.9979 1.4309
C19 1.7645 -1.8634 0.9923
C20 3.9721 -2.6210 1.0825
C21 -3.5439 -1.3808 1.2981
C22 5.9447 -2.1465 -4.8561
O6 -5.9639 -2.8197 3.0489
O7 -7.9635 -1.1058 1.9627
H40 -4.2083 4.9781 2.7775
C23 -0.5610 -2.7370 0.5539
H41 -1.1072 -3.5376 0.0506
C24 -4.2685 -6.2633 0.7179
O8 -7.5771 0.9509 2.6635
H42 11.8414 -2.7177 -4.9533
H43 -5.3483 7.1665 -1.1339
C25 -6.8026 -3.7195 3.4519
C26 -4.3217 4.9375 3.8604
N1 -7.4805 -4.5689 3.8275
H44 10.1607 -3.0303 -5.3429
O9 -7.3265 -2.4893 -1.1761
O10 -5.1622 -5.1903 0.9688
H45 -6.8240 1.5522 2.7352
H46 -0.6101 -2.9009 1.6351
H47 10.2896 -1.3651 -3.5352
H48 6.2047 -3.4641 2.4194
C27 -4.6970 8.0297 -0.9551
H49 -4.2008 -6.4456 -0.3563
H50 -2.8849 3.3525 4.1480
H51 -6.7240 3.3227 5.4219
H52 -2.9689 -2.5212 -0.4811
H53 -0.7787 -0.9161 -0.6229
H54 -3.1643 -2.0504 2.0732
H55 -6.7726 7.0866 2.3205
O11 -6.6418 -3.2192 0.8428
C28 -5.0856 -1.5301 1.1875
H56 7.9876 -2.4467 -4.2880
H57 6.1757 -2.1894 -5.9211
H58 -5.4481 0.5417 1.2347
H59 1.8164 -2.2631 2.0108
C29 0.9036 -2.7600 0.1172
H60 -3.0898 4.3782 5.5672
O12 6.8693 -2.7679 -2.6597
H61 4.9562 -2.5854 -4.7131
H62 -5.1547 -0.1267 2.8332
H63 4.5702 -5.1071 -1.8277
C30 6.0085 -2.3980 2.4025
C31 12.1095 -1.0296 -7.0714
O13 -5.4732 4.1424 4.0884
C32 5.4594 -4.7690 -2.3598
C33 -7.1744 -0.2350 2.1521



Entry from the Open Molecules 2025 dataset: a gas-phase ion, C2H4NO2S (charge +1) in a non-equilibrium geometry (ωB97M-V with the def2-TZVPD basis set).

- Frontier orbital gap: 0.4383 Eh
- Multiplicity: 1
- E_tot: -681.65489 Eh
- Total charge: +1
- Energy above the lowest of the compared OMol25 structures with the same formula, charge and spin: 24.8 kJ/mol

Positions of all 10 atoms, in Å:
H1 -1.4432 -0.1180 -1.4323
C1 -0.4265 0.2669 -1.4317
C2 -0.0982 0.4230 2.4827
N1 -0.0420 0.0435 1.4152
O1 0.1586 -2.1024 -0.2649
H2 -0.1010 0.5219 -2.4937
H3 -0.4782 1.1894 -0.8047
H4 -0.0602 0.9244 3.4703
S1 0.5731 -0.7528 -0.4745
O2 1.9177 -0.3960 -0.4664



> Which of these has the lowest E_tot?

C30H28BrCoN7O3S2



> Among the records above, which one has the highest E_tot?

C4H6N2



> What is the E_tot in the eleventh record?

-2327.90796 Eh